C7H3F6N | ωB97M-V/def2-TZVPD

The geometry in ORCA input format:
```
! wB97M-V def2-TZVPD RIJCOSX def2/J DEFGRID3
* xyz 0 1
C 1.502 -1.547 -0.969
C -1.655 -0.168 -0.229
C -0.850 -1.238 -0.410
C -1.224 1.119 0.349
C 0.526 -1.107 -0.034
C 0.281 1.424 -0.084
C 1.086 0.217 0.621
N 2.243 -1.831 -1.780
F -1.946 2.116 -0.259
F 0.723 -2.285 1.338
F 0.689 2.541 0.547
F 0.522 1.528 -1.444
F 2.441 0.346 0.484
F 0.812 0.274 1.963
H -2.682 -0.172 -0.708
H -1.105 -2.135 -0.851
H -1.363 0.918 1.465
*
```

Computed properties:
F_max = 4.87 eV Å⁻¹
M = 215.096 u
gap between HOMO and LUMO = 9.713 eV
highest occupied orbital energy = -11.57 eV
energy = -25099.2449 eV
lowest unoccupied orbital energy = -1.86 eV